[1]
25
Properties=species:S:1:pos:R:3 method="wB97M-V/def2-TZVPD" orbital_gap_ev=8.48 total_charge=0 lumo_ev=0.39
C -1.29077 2.36162 1.14503
C -0.19613 1.65464 0.42547
C 0.47553 2.47911 -0.56330
C -0.09724 0.29526 0.41338
N -0.81476 -0.33410 1.42680
C -1.05355 -1.58104 1.34770
C -0.57273 -2.57237 0.30054
C 0.90622 -2.08862 0.14461
C 0.91868 -0.62512 -0.37875
C 0.60193 -0.53971 -1.86158
I 2.98241 0.01183 0.17090
H -2.31891 1.94087 0.83250
H -1.18872 2.05985 2.22496
H -1.37198 3.45743 1.19624
H 1.00661 1.88265 -1.32156
H -0.37047 2.98631 -1.06081
H 0.86971 3.51871 -0.20864
H -1.50935 -2.08403 2.16683
H -0.51005 -3.68650 0.58361
H -1.00991 -2.49848 -0.71332
H 1.50366 -2.24866 1.03897
H 1.37922 -2.65299 -0.64713
H 0.90506 -1.53901 -2.30491
H 1.19894 0.17397 -2.49571
H -0.44341 -0.37165 -1.86184

[2]
24
Properties=species:S:1:pos:R:3 method="wB97M-V/def2-TZVPD" orbital_gap_ev=10.88 total_charge=+1 lumo_ev=-3.01
C -2.88101 0.37415 -1.27961
C -2.06121 -0.74567 -0.97137
C -2.07481 -1.76103 -0.15578
C -0.72656 -1.44195 -0.87783
N 0.45104 -1.19637 -0.07947
C 0.47485 -1.48713 1.33449
C 0.89595 -0.08616 0.75869
C 2.26121 0.74114 0.36936
C 1.34160 2.00553 0.22916
C 0.20768 1.28045 0.92403
H -2.82044 0.65769 -2.34021
H -2.68837 1.34660 -0.84854
H -3.79379 -0.08640 -1.06236
H -2.70491 -2.26069 0.61888
H -0.27978 -2.15440 -1.57627
H 1.29849 -1.58918 -0.66070
H 1.08871 -2.45806 1.73689
H -0.52012 -1.73501 1.67940
H 2.84868 0.41194 -0.49876
H 2.72466 0.85882 1.37724
H 1.64339 2.94789 0.70345
H 1.02643 2.23421 -0.69572
H 0.03096 1.65218 1.91980
H -0.67237 1.21523 0.37767

[3]
24
Properties=species:S:1:pos:R:3 method="wB97M-V/def2-TZVPD" s_squared=2.015 orbital_gap_ev="7.51 / 7.98" multiplicity=3 total_charge=+1 lumo_ev="-2.61 / -6.46"
C 0.65220 -0.55780 -0.36088
C 1.44752 0.09555 0.51830
C -0.00754 -0.47951 -1.59245
C 0.28829 -0.49589 -2.91867
C 0.30590 0.25515 1.59584
C -1.27528 -0.14175 -0.76868
C 2.89109 0.41242 0.66922
C -1.50335 1.36623 -0.84368
C -1.25824 -1.60161 1.17477
N -0.52048 -0.52368 0.53432
H -0.39102 -0.34098 -3.77385
H 1.26892 -0.69267 -3.21001
H 0.48951 -0.33838 2.51444
H -0.07152 1.16949 1.93163
H -2.20984 -0.60343 -0.97575
H 3.21857 0.15821 1.67295
H 3.31192 1.37344 0.53393
H 3.40248 -0.24968 0.02031
H -0.59660 1.90395 -0.43147
H -2.22805 1.52919 -0.08612
H -1.79921 1.69128 -1.82471
H -1.62715 -1.28312 2.09546
H -2.06428 -1.91923 0.54065
H -0.58269 -2.41547 1.39462

[4]
27
Properties=species:S:1:pos:R:3 method="wB97M-V/def2-TZVPD" orbital_gap_ev=8.73 total_charge=0 lumo_ev=0.25
C 2.38169 -2.08592 -0.49934
C 2.18551 -0.90872 0.51202
C 0.99075 -0.25492 0.56561
C 3.15611 -0.16188 1.28996
C -0.33785 -0.36822 0.04544
C -1.52454 -0.01369 1.06723
C -2.38423 1.25234 0.70542
C -2.12262 0.29382 -1.66026
C -0.61115 0.43921 -1.25855
H 3.80477 -2.17630 -0.53376
H 1.94071 -1.81898 -1.61888
H 2.06499 -3.44777 0.19027
H 3.16477 2.06278 1.84967
H -0.67192 -1.50394 -0.41668
H -2.03008 -0.97251 0.62509
H -1.41367 -0.01488 2.03441
H -1.61466 2.12770 1.00201
H -3.31461 1.31740 1.33391
H -3.24022 2.00770 -1.31478
H -2.39321 0.59183 -2.61472
H -2.43510 -0.65876 -1.39958
H -0.14418 1.49277 -1.31919
H -0.26742 -0.25826 -2.04059
N 2.67263 1.18062 1.27508
N -2.99091 1.21342 -0.67289
O 4.19480 -0.63392 1.64256
S 0.93964 1.29908 1.21055

[5]
27
Properties=species:S:1:pos:R:3 method="wB97M-V/def2-TZVPD" orbital_gap_ev="8.74 / 8.74" total_charge=0 lumo_ev="-0.02 / -0.02"
C -0.40939 1.88884 0.05628
C -0.10480 0.55560 0.07041
C -0.67606 2.16580 1.41358
C 0.04237 -1.25436 1.75153
C -0.51728 -2.24424 0.75138
C 0.56694 -1.02337 -1.55905
C -1.05164 3.47386 2.01419
C 1.86912 -0.45326 -2.00267
C -0.56722 -1.06645 -2.52694
N -0.53854 1.07439 2.15679
N -0.18084 0.09514 1.31766
O 2.04217 -2.48425 0.07292
S 0.74645 -2.56472 -0.60313
H -0.44281 2.55694 -0.77799
H -0.41728 -1.35850 2.73709
H 1.12162 -1.45099 1.84688
H -0.67335 -3.21637 1.21550
H -1.43472 -1.90185 0.28190
H -1.10330 3.36902 3.09497
H -0.31128 4.23190 1.76077
H -2.01968 3.80645 1.64078
H 2.23874 -0.99274 -2.88013
H 2.60375 -0.55942 -1.20616
H 1.77454 0.59761 -2.26626
H -1.42230 -1.59534 -2.11130
H -0.25563 -1.58659 -3.43815
H -0.87957 -0.06310 -2.81085

[6]
27
Properties=species:S:1:pos:R:3 method="wB97M-V/def2-TZVPD" orbital_gap_ev="3.45 / 3.44" total_charge=+1 lumo_ev="-5.16 / -5.17"
C -0.06905 -0.58152 -2.56293
C -1.09831 -1.33471 -3.19210
C -0.80639 -2.72760 -3.03109
C 0.42373 -2.83948 -2.30513
C 0.89054 -1.52772 -2.00215
Zr 1.47112 1.41378 0.10838
P -0.36774 3.12473 0.09088
H 0.01491 0.50791 -2.52960
H -1.94869 -0.91496 -3.71578
H -1.40494 -3.55691 -3.40586
H 1.82827 -1.27813 -1.49682
H 0.91952 -3.76375 -2.01337
H -1.43792 3.15266 1.05693
H -1.16682 3.19317 -1.10119
H -0.03284 4.52496 0.16300
C 1.59768 1.49087 2.44411
C 0.33239 0.77690 1.91075
N 0.31658 -0.09948 0.76600
C -0.68292 -1.02121 0.99216
C -1.09453 -0.89906 2.28211
N -0.41734 0.16261 2.83618
H 1.34973 2.46126 2.89666
H 2.04170 0.83018 3.20823
H 2.54886 1.66480 1.72973
H -0.93381 -1.71551 0.21300
H -1.78222 -1.50458 2.84915
H -0.49153 0.46081 3.80874

Copy entry 6 word for word.
27
Properties=species:S:1:pos:R:3 method="wB97M-V/def2-TZVPD" orbital_gap_ev="3.45 / 3.44" total_charge=+1 lumo_ev="-5.16 / -5.17"
C -0.06905 -0.58152 -2.56293
C -1.09831 -1.33471 -3.19210
C -0.80639 -2.72760 -3.03109
C 0.42373 -2.83948 -2.30513
C 0.89054 -1.52772 -2.00215
Zr 1.47112 1.41378 0.10838
P -0.36774 3.12473 0.09088
H 0.01491 0.50791 -2.52960
H -1.94869 -0.91496 -3.71578
H -1.40494 -3.55691 -3.40586
H 1.82827 -1.27813 -1.49682
H 0.91952 -3.76375 -2.01337
H -1.43792 3.15266 1.05693
H -1.16682 3.19317 -1.10119
H -0.03284 4.52496 0.16300
C 1.59768 1.49087 2.44411
C 0.33239 0.77690 1.91075
N 0.31658 -0.09948 0.76600
C -0.68292 -1.02121 0.99216
C -1.09453 -0.89906 2.28211
N -0.41734 0.16261 2.83618
H 1.34973 2.46126 2.89666
H 2.04170 0.83018 3.20823
H 2.54886 1.66480 1.72973
H -0.93381 -1.71551 0.21300
H -1.78222 -1.50458 2.84915
H -0.49153 0.46081 3.80874